Here is a 2-piece molecular cluster, C5H8O3 overall from the OMol25 dataset. Energies are from wB97M-V/def2-TZVPD.

Values from the calculation:
Maximum force ... 11.624 eV/Å
Relative energy (zero: lowest compared OMol25 entry of this formula, charge and spin) ... 991.4 kJ/mol
E_HOMO ... -7.9 eV
2S+1 ... 1
Kohn-Sham gap ... 7.5 eV

```
16
Properties=species:S:1:pos:R:3:forces:R:3
C 0.7465 0.1676 0.2655 -0.48 -2.83 1.17
C -0.1255 -0.7019 1.0405 -0.01 -4.38 1.39
C -0.6977 -0.6076 -1.2736 -1.28 -6.14 -1.94
C -0.5968 0.5450 -0.6325 3.20 10.91 2.40
C 0.6435 1.4897 -0.1241 2.30 3.26 -1.88
H 2.6021 -0.5960 0.7271 -2.89 0.09 -5.11
H 0.4187 -1.6654 1.3501 -0.38 1.36 -0.37
H -0.7232 -0.4562 1.9123 0.39 0.89 -0.01
H 0.4736 -0.8370 -1.5047 -3.33 -0.79 -0.94
H -1.7337 -0.9911 -1.8286 3.15 1.31 0.44
H -2.3760 0.3993 0.3506 2.80 1.59 -0.75
H 1.6292 1.5673 -0.7808 -2.52 0.57 0.90
H 0.6387 2.3306 0.6727 -1.01 -1.17 -1.83
O 1.8269 -0.5137 -0.4142 2.59 -0.34 6.06
O -1.1405 -1.1964 0.0604 0.73 -3.59 0.21
O -1.5859 1.0658 0.1790 -3.26 -0.74 0.27
```
Forces are in eV/Å.

=====

Here is a single C6H14O molecule from the OMol25 dataset. Energies are from wB97M-V/def2-TZVPD.

Values from the calculation:
Maximum force ... 4.743 eV/Å
Relative energy (zero: lowest compared OMol25 entry of this formula, charge and spin) ... 229.1 kJ/mol
E_HOMO ... -10.3 eV
Structure (SMILES) ... CCCCCCO
2S+1 ... 1
Kohn-Sham gap ... 11.2 eV

```
21
Properties=species:S:1:pos:R:3:forces:R:3
C -0.1166 1.0410 2.0231 -1.12 -1.16 1.55
O 0.8662 -0.0013 2.1236 -0.80 -0.27 -0.25
C -0.1251 1.6810 0.6937 2.84 -2.79 -2.59
C -0.7587 0.9016 -0.4700 0.47 1.41 -2.47
C -0.9266 -0.5649 -0.3961 -3.13 -0.90 2.36
C 0.1918 -1.5053 -0.5589 1.35 -2.78 -0.37
C 0.9418 -1.3893 -1.9181 0.04 -0.04 -0.96
H 0.1635 1.7203 2.7911 0.01 1.18 0.59
H -1.1489 0.6539 2.4128 1.70 0.36 -1.18
H 1.6435 0.4678 2.4036 0.70 -0.08 0.13
H -0.7208 2.4829 0.5937 -1.25 3.69 0.75
H 0.9174 1.8276 0.1954 -1.32 0.43 2.10
H -1.7031 1.4729 -0.7899 0.96 -1.31 0.50
H -0.0302 1.1107 -1.3508 -1.40 -0.42 1.00
H -1.5930 -0.9121 0.5212 1.57 0.96 -1.13
H -1.6425 -0.8554 -1.1391 -0.37 0.02 -1.00
H -0.3238 -2.5269 -0.4851 0.76 1.07 -0.57
H 0.9363 -1.6301 0.2484 -0.40 0.85 -0.17
H 1.6378 -0.5256 -2.0219 -0.16 -0.54 0.74
H 0.2247 -1.1085 -2.7705 0.73 -1.16 1.02
H 1.5661 -2.3402 -2.1063 -1.17 1.48 -0.05
```
Forces are in eV/Å.

=====

Here is C9H19ClNO3V as an isolated structure from the OMol25 dataset. Energies are from wB97M-V/def2-TZVPD.

Values from the calculation:
Maximum force ... 4.134 eV/Å
Relative energy (zero: lowest compared OMol25 entry of this formula, charge and spin) ... 129.8 kJ/mol
E_HOMO ... -8.5 eV
2S+1 ... 1
Kohn-Sham gap ... 5.7 eV

```
34
Properties=species:S:1:pos:R:3:forces:R:3
O 4.4225 1.8032 15.3915 1.75 1.29 -0.46
V 5.5285 2.5891 14.5681 -3.61 1.62 -1.19
O 5.6180 4.1063 15.0821 0.05 -2.59 -0.44
Cl 4.1867 2.7587 12.3225 1.74 -0.27 2.17
C 4.7752 -1.1048 14.1599 1.61 -0.81 1.37
C 3.3182 -1.5220 14.3160 -0.92 -0.45 -2.09
C 3.0498 -2.4789 13.0817 -0.10 -0.08 0.37
C 1.7222 -3.2661 13.1917 0.80 0.48 0.58
C 1.7060 -4.0668 14.5045 -0.20 0.71 0.14
C 1.9167 -3.1828 15.7718 -0.76 -0.05 -1.12
N 3.0555 -2.2687 15.5345 1.08 -0.75 0.16
O 3.2245 -1.4538 16.6796 -0.43 0.18 -0.60
C 0.5715 -2.4362 16.0685 0.51 0.03 -1.06
C 2.2979 -4.0526 16.9658 0.25 -0.05 0.38
C 2.4209 -0.2829 14.0514 -0.12 -0.33 0.27
H 5.1919 -0.6653 15.0713 -0.49 0.70 -0.03
H 5.4672 -1.9537 14.1207 -0.47 -0.50 -0.33
H 5.0308 -0.5212 13.2757 -0.55 0.27 0.01
H 3.1034 -1.7905 12.2362 -0.34 -0.22 -0.26
H 3.8777 -3.1743 12.9309 0.08 -0.07 0.33
H 0.9265 -2.5202 13.1651 -0.31 -0.28 0.07
H 1.5343 -3.9833 12.3929 0.27 0.27 -0.32
H 2.4373 -4.8765 14.4866 0.21 0.12 -0.09
H 0.7252 -4.5430 14.5673 0.00 -0.08 0.31
H -0.1466 -3.1300 16.5017 0.10 0.23 0.51
H 0.0937 -2.0731 15.1551 0.17 -0.15 -0.20
H 0.7402 -1.5179 16.6303 -0.33 -0.35 0.64
H 3.3728 -4.2327 16.9427 0.03 0.19 0.11
H 1.8501 -5.0471 17.0041 -0.45 0.15 -0.36
H 2.0252 -3.5415 17.8890 0.24 -0.06 0.10
H 2.2905 0.3538 14.9273 -0.01 0.01 -0.01
H 2.8565 0.3319 13.2651 0.05 0.04 0.07
H 1.4492 -0.6179 13.6870 -0.13 0.18 0.20
H 2.4219 -0.9209 16.5904 0.28 0.61 0.77
```
Forces are in eV/Å.

=====

Here is a single C20H20N2O3 molecule from the OMol25 dataset. Energies are from wB97M-V/def2-TZVPD.

Values from the calculation:
Maximum force ... 1.204 eV/Å
Relative energy (zero: lowest compared OMol25 entry of this formula, charge and spin) ... 317.5 kJ/mol
E_HOMO ... -8.3 eV
Structure (SMILES) ... CCc1ccc(NC(=O)CO/N=C(\C)c2cc3ccccc3o2)cc1
2S+1 ... 1
Kohn-Sham gap ... 8.5 eV

```
45
Properties=species:S:1:pos:R:3:forces:R:3
C 4.8736 -2.3281 -5.8147 -0.15 0.02 -0.17
H 5.0940 -3.2269 -5.2434 0.07 -0.07 0.06
H 5.3054 -1.4773 -5.2922 0.08 0.05 0.06
H 5.3447 -2.4122 -6.7914 0.12 -0.02 -0.07
C 3.3608 -2.1502 -5.9617 0.21 -0.02 0.11
C 2.7124 -2.0377 -4.6118 -0.10 -0.03 -0.15
C 2.5537 -0.8007 -3.9997 -0.03 -0.09 0.03
C 2.0018 -0.7001 -2.7381 -0.03 -0.08 0.10
C 1.5961 -1.8437 -2.0545 0.12 -0.17 -0.33
C 1.7480 -3.0871 -2.6589 -0.07 -0.13 0.17
C 2.3023 -3.1714 -3.9220 0.04 0.24 -0.06
H 2.4162 -4.1424 -4.3819 0.00 -0.12 -0.06
H 1.4337 -3.9746 -2.1362 -0.02 -0.02 0.02
N 1.0530 -1.6822 -0.7756 0.00 0.56 0.05
C 0.6223 -2.6196 0.0977 -0.07 0.43 0.34
O 0.5947 -3.8160 -0.0861 -0.04 -0.20 0.08
C 0.1451 -2.0265 1.4278 -0.24 -0.51 0.21
H -0.9205 -2.2455 1.5510 0.17 0.03 -0.08
O 0.3542 -0.6287 1.5000 0.18 0.94 0.04
N -0.7325 -0.0049 2.1008 -0.61 -0.56 0.18
C -0.6467 1.2529 2.2917 0.83 -0.39 -0.42
C -1.7878 1.8874 2.9161 -0.32 1.00 0.31
C -1.9946 3.2071 3.2177 0.36 -0.78 -0.29
C -3.2744 3.2807 3.8330 -0.49 -0.61 0.13
C -4.0581 4.3046 4.3660 0.10 -0.13 -0.07
C -5.2833 3.9729 4.8983 -0.10 0.13 0.07
C -5.7407 2.6521 4.9096 0.01 -0.02 -0.01
C -4.9863 1.6208 4.3882 0.22 -0.26 -0.14
C -3.7509 1.9513 3.8516 -0.22 1.15 0.28
O -2.8467 1.1205 3.2943 0.06 -0.42 -0.09
H -5.3317 0.5998 4.3936 -0.06 -0.12 0.01
H -6.7077 2.4359 5.3376 -0.08 -0.04 0.03
H -5.9096 4.7456 5.3187 -0.05 0.06 0.03
H -3.7062 5.3248 4.3587 0.01 0.11 0.01
H -1.3295 4.0245 3.0279 0.22 0.11 -0.08
C 0.5216 2.1224 1.9268 0.00 -0.26 -0.05
H 0.2471 2.7881 1.1098 0.01 0.06 -0.04
H 0.8198 2.7279 2.7792 0.02 0.05 0.03
H 1.3588 1.5025 1.6168 0.01 0.07 0.01
H 0.6908 -2.5287 2.2364 -0.06 0.05 -0.16
H 1.0003 -0.7263 -0.4425 -0.03 -0.26 0.01
H 1.8835 0.2701 -2.2750 -0.02 0.10 0.05
H 2.8644 0.0956 -4.5175 0.02 0.10 -0.06
H 3.1595 -1.2503 -6.5466 -0.07 -0.05 -0.05
H 2.9493 -3.0065 -6.4995 -0.05 0.06 -0.05
```
Forces are in eV/Å.

=====

Here is C19H31BrN2O2S2SiTc as an isolated structure from the OMol25 dataset. Energies are from wB97M-V/def2-TZVPD.

Values from the calculation:
Expectation value of S² ... 3.790
Maximum force ... 0.202 eV/Å
Relative energy (zero: lowest compared OMol25 entry of this formula, charge and spin) ... 1.3 kJ/mol
E_HOMO (alpha / beta) ... -14.7 / -14.8 eV
2S+1 ... 4
Net charge ... +2
Kohn-Sham gap (alpha / beta) ... 6.2 / 6.4 eV

```
59
Properties=species:S:1:pos:R:3:forces:R:3
Tc 3.7003 -0.7367 0.6010 -0.18 -0.07 0.04
S 3.7670 0.2848 2.7119 0.07 0.02 -0.03
C 3.3873 1.6288 1.6625 0.01 -0.03 0.03
N 3.3550 1.2777 0.3877 0.02 0.03 -0.02
C 2.9900 2.3288 -0.4556 -0.02 -0.02 0.02
C 2.8531 2.2942 -1.8379 0.00 0.01 0.01
C 2.4744 3.4610 -2.4717 0.01 -0.01 0.00
C 2.2402 4.6371 -1.7496 0.00 0.00 0.00
C 2.3803 4.6771 -0.3757 0.01 -0.01 0.01
C 2.7572 3.5022 0.2662 0.02 0.01 -0.01
S 3.0084 3.2488 1.9808 -0.03 0.01 -0.02
H 3.0425 1.3859 -2.3956 0.00 0.00 0.00
H 2.3628 3.4697 -3.5472 0.00 0.00 0.00
H 1.9506 5.5351 -2.2776 0.00 0.00 0.00
H 2.2063 5.5899 0.1775 0.00 0.00 0.00
O 7.2624 -1.5778 2.0245 -0.01 -0.06 -0.04
N 6.6906 -2.4210 1.6634 -0.02 0.04 0.07
O 5.0816 -1.7538 0.6346 0.08 0.06 -0.01
C -0.1595 1.4813 1.2476 -0.02 -0.02 0.01
C -1.1615 0.9338 0.2205 0.04 -0.01 -0.03
C -0.8622 1.6201 -1.1205 0.02 0.00 -0.02
C -2.5876 1.3246 0.6684 -0.03 0.01 0.02
Si -1.1489 -0.9560 0.0556 -0.05 0.01 0.00
Br 1.4516 -1.4789 -0.1795 0.06 0.06 -0.06
C -1.5126 -1.9676 1.6131 0.02 0.05 0.02
C -0.8419 -3.3477 1.6730 -0.01 0.01 0.00
C -1.1141 -1.2100 2.8882 0.02 0.01 0.01
C -3.0486 -2.1576 1.6191 -0.02 -0.03 0.01
C -1.6395 -1.6862 -1.6212 0.02 -0.04 0.03
C -3.0898 -1.1958 -1.8470 -0.03 0.02 -0.02
C -1.6404 -3.2218 -1.5920 0.02 -0.03 0.01
C -0.7856 -1.2478 -2.8211 -0.02 0.02 0.01
H -0.1848 2.5737 1.1988 -0.01 0.00 0.00
H 0.8581 1.1617 1.0202 0.01 0.01 -0.01
H -0.3884 1.1954 2.2705 0.01 -0.01 -0.01
H -0.8550 2.7020 -0.9596 -0.01 0.00 0.00
H -1.6137 1.4139 -1.8827 0.03 0.01 0.06
H 0.1173 1.3404 -1.5156 -0.01 0.01 0.00
H -2.6489 2.4156 0.6999 0.00 0.00 0.00
H -2.8287 0.9573 1.6664 0.00 0.01 -0.02
H -3.3587 0.9791 -0.0221 0.01 0.01 0.01
H 0.2448 -3.2739 1.7091 0.01 0.00 0.01
H -1.1156 -3.9995 0.8492 0.01 -0.01 -0.03
H -1.1626 -3.8365 2.5963 -0.01 -0.01 -0.01
H -0.0441 -0.9880 2.9175 -0.01 -0.01 0.01
H -1.3392 -1.8452 3.7481 -0.01 0.00 0.00
H -1.6684 -0.2812 3.0225 0.01 -0.04 -0.01
H -3.3970 -2.8000 0.8097 0.02 0.02 0.03
H -3.5965 -1.2142 1.5743 -0.01 -0.01 0.00
H -3.3233 -2.6427 2.5592 -0.01 0.00 0.00
H -3.7676 -1.4664 -1.0347 0.01 0.01 -0.01
H -3.4690 -1.6752 -2.7528 -0.01 0.00 0.00
H -3.1470 -0.1175 -2.0022 -0.01 -0.04 -0.01
H -2.3389 -3.6350 -0.8648 0.02 0.03 -0.03
H -0.6475 -3.6310 -1.3934 -0.01 -0.01 -0.01
H -1.9486 -3.5823 -2.5761 -0.01 0.00 0.00
H -0.8011 -0.1748 -2.9918 0.02 -0.01 0.00
H -1.1957 -1.7252 -3.7142 -0.01 0.01 0.00
H 0.2507 -1.5725 -2.7350 0.02 -0.02 0.00
```
Forces are in eV/Å.

=====

Here is an isolated ion of composition C10H12NO and charge +1 from the OMol25 dataset. Energies are from wB97M-V/def2-TZVPD.

Values from the calculation:
Maximum force ... 0.823 eV/Å
Relative energy (zero: lowest compared OMol25 entry of this formula, charge and spin) ... 79.6 kJ/mol
E_HOMO ... -13.7 eV
2S+1 ... 1
Net charge ... +1
Kohn-Sham gap ... 7.9 eV

```
24
Properties=species:S:1:pos:R:3:forces:R:3
C 3.1535 -0.3696 -1.9954 -0.26 0.09 0.30
C 3.4763 0.1455 -0.7382 0.09 -0.09 -0.05
C 1.8206 -0.5519 -2.3691 -0.04 -0.10 -0.08
C 2.4794 0.4730 0.1481 -0.33 0.07 -0.13
C 0.8082 -0.1972 -1.5105 0.05 0.18 0.24
C 1.1110 0.3414 -0.2280 0.50 -0.18 -0.29
C -1.3373 1.0003 0.2750 -0.36 -0.22 0.35
C 0.1128 0.7726 0.6417 0.03 -0.33 0.08
C -2.1528 0.2573 1.3219 -0.44 -0.22 -0.15
C -3.4658 -0.3064 0.7954 0.15 0.24 0.05
N -1.1749 -0.7456 1.7645 0.47 0.62 -0.28
O -1.6935 1.6256 -0.6753 0.08 -0.03 -0.03
H 3.9464 -0.6340 -2.6792 0.04 -0.02 -0.07
H 4.5124 0.2756 -0.4657 0.05 0.01 0.05
H 1.5830 -0.9765 -3.3345 0.01 0.05 -0.02
H 2.7270 0.8629 1.1245 -0.01 0.05 0.09
H -0.2225 -0.3101 -1.8093 -0.10 0.00 -0.05
H 0.4076 1.2184 1.5839 0.08 0.05 0.08
H -2.3594 0.9500 2.1442 0.12 -0.03 -0.02
H -4.0624 0.5077 0.3914 -0.08 0.01 -0.07
H -4.0292 -0.7883 1.5901 0.01 -0.03 0.06
H -3.2884 -1.0288 0.0010 0.02 -0.05 -0.08
H -1.2368 -1.6218 1.2617 -0.04 -0.03 0.06
H -1.1152 -0.9001 2.7618 -0.04 -0.04 -0.03
```
Forces are in eV/Å.

=====

Here is C25H16F5N2O2PSSeY as an isolated structure from the OMol25 dataset. Energies are from wB97M-V/def2-TZVPD.

Values from the calculation:
Maximum force ... 0.198 eV/Å
Relative energy (zero: lowest compared OMol25 entry of this formula, charge and spin) ... 223.8 kJ/mol
E_HOMO ... -11.3 eV
2S+1 ... 1
Net charge ... +1
Kohn-Sham gap ... 7.6 eV

```
54
Properties=species:S:1:pos:R:3:forces:R:3
Y -0.0383 -0.8775 0.7503 0.01 0.15 0.13
O 2.4854 1.1369 -1.9891 -0.01 0.00 0.00
N 2.0568 1.9133 -0.9059 0.09 0.01 -0.04
C 0.6317 2.0234 -0.9264 -0.01 -0.04 -0.03
C -0.0603 3.2070 -0.3683 -0.02 0.06 -0.05
C 0.4771 4.4794 -0.4496 0.02 0.00 0.01
C -0.2071 5.5516 0.1109 0.06 0.00 -0.03
C -1.4120 5.3431 0.7583 -0.05 -0.02 0.04
C -1.9476 4.0634 0.8483 -0.02 0.00 0.01
C -1.2820 2.9871 0.2782 -0.04 -0.01 0.06
P -1.9694 1.2959 0.3316 0.01 -0.04 -0.11
C -2.8495 1.1550 -1.2565 0.02 0.02 0.00
C -3.0783 2.2613 -2.0739 0.01 -0.01 0.01
C -3.7534 2.1094 -3.2768 -0.01 -0.01 0.00
C -4.2055 0.8586 -3.6708 0.00 0.00 0.01
C -3.9817 -0.2468 -2.8610 -0.01 0.00 -0.02
C -3.3033 -0.1022 -1.6613 0.00 -0.03 0.03
C -3.2177 1.3187 1.6340 0.00 0.01 0.02
C -2.7684 1.2091 2.9512 0.00 -0.01 -0.01
C -3.6782 1.2378 3.9951 -0.01 0.00 0.00
C -5.0354 1.3640 3.7263 0.00 0.00 0.00
C -5.4839 1.4633 2.4171 0.00 0.00 0.01
C -4.5774 1.4429 1.3666 0.00 -0.01 -0.01
H 3.4439 1.2629 -1.9928 0.00 -0.01 0.00
H 0.1614 1.5093 -1.7633 -0.02 0.02 0.00
H 1.4295 4.6300 -0.9411 0.00 0.00 0.00
H 0.2084 6.5480 0.0458 0.00 0.00 0.00
H -1.9414 6.1766 1.2001 0.00 0.00 0.01
H -2.8855 3.9067 1.3662 0.00 0.00 0.00
H -2.7366 3.2437 -1.7749 0.00 0.00 0.00
H -3.9305 2.9730 -3.9039 0.00 0.00 0.00
H -4.7343 0.7450 -4.6076 0.00 0.00 0.00
H -4.3383 -1.2230 -3.1616 0.00 0.00 0.00
H -3.1517 -0.9676 -1.0242 0.00 0.01 -0.01
H -1.7073 1.1119 3.1612 0.00 -0.01 0.00
H -3.3308 1.1566 5.0162 0.00 0.00 0.00
H -5.7462 1.3805 4.5416 0.00 0.00 0.00
H -6.5418 1.5566 2.2113 0.00 0.00 0.00
H -4.9288 1.5180 0.3450 0.00 0.01 0.00
O 0.8558 0.1608 2.2835 0.01 0.09 -0.03
S 1.5177 1.5281 1.6919 -0.04 -0.11 0.12
N 1.2876 1.0804 0.0068 0.02 -0.02 -0.06
F 1.2400 -6.7881 -1.1097 0.00 -0.01 -0.01
C 0.5097 -5.8189 -0.5883 0.00 0.02 0.03
C 1.0914 -4.8742 0.2379 -0.02 -0.04 -0.04
F 2.3862 -4.9129 0.5181 0.00 -0.01 0.00
C 0.2857 -3.8776 0.7540 -0.05 0.08 0.05
F 0.9137 -2.9378 1.5644 -0.04 -0.01 -0.10
C -1.0749 -3.7442 0.5096 0.07 0.03 0.03
Se -2.2039 -2.4169 1.3340 0.01 -0.07 0.01
C -1.6118 -4.7040 -0.3476 0.00 -0.04 -0.02
F -2.9011 -4.6651 -0.6599 0.00 0.01 0.01
C -0.8469 -5.7289 -0.8780 0.01 0.01 0.00
F -1.3997 -6.6290 -1.6734 0.00 0.00 -0.01
```
Forces are in eV/Å.

=====

Here is a 3-piece molecular cluster, C3H5BrOS overall from the OMol25 dataset. Energies are from wB97M-V/def2-TZVPD.

Values from the calculation:
Maximum force ... 2.573 eV/Å
Relative energy (zero: lowest compared OMol25 entry of this formula, charge and spin) ... 208.9 kJ/mol
E_HOMO ... -9.0 eV
Structure (SMILES) ... C=C=O.C=S.Br
2S+1 ... 1
Kohn-Sham gap ... 8.4 eV

```
11
Properties=species:S:1:pos:R:3:forces:R:3
C 0.3106 -1.8501 -0.8359 -2.53 -0.44 0.18
C 1.4456 -1.7058 -1.4308 0.20 -1.39 -0.80
C 0.2849 1.7722 1.2283 -0.83 -0.49 -0.34
O -0.7810 -2.0603 -0.4458 1.74 0.46 -0.08
S 0.4385 2.1982 -0.3244 0.11 -0.01 0.42
Br -3.3180 1.2477 1.5154 -0.73 0.51 0.86
H 1.7474 -2.4631 -2.1376 -0.32 -0.49 0.08
H -2.5747 0.6392 0.5272 0.64 -0.55 -0.88
H 2.1071 -0.9185 -1.4496 0.89 1.93 0.63
H 1.0090 0.9586 1.5954 -1.39 1.50 0.19
H -0.6694 2.1818 1.7578 2.21 -1.03 -0.25
```
Forces are in eV/Å.

=====

> Which value of 2S+1 does entry 8 give?

1